# 1
C61H39Cl4HfN7 | ωB97M-V/def2-TZVPD

Cartesian coordinates (Å):
Hf 0.34569 0.07985 -0.12541
Cl 6.79987 -3.34311 -6.84430
C 5.90212 -2.56248 -5.65758
C 4.80921 -1.74463 -6.03374
C 4.09126 -1.09696 -5.09110
C 4.40832 -1.18605 -3.64321
C 5.53970 -2.10126 -3.33585
C 6.24030 -2.74437 -4.29429
C 2.07990 -0.62681 -2.40811
C 2.03081 0.82679 -2.60451
C 2.52860 1.72167 -3.53779
C 1.83440 2.91171 -3.32850
C 0.96020 2.69542 -2.25440
C -0.07205 3.52950 -1.76055
C -0.35326 4.79029 -2.48387
C 0.61603 5.78454 -2.61404
C 0.34805 6.95218 -3.30593
C -0.89498 7.13385 -3.89529
Cl -1.22781 8.58209 -4.76491
C -1.87013 6.15218 -3.78670
C -1.59851 4.99361 -3.08167
C -0.83468 3.20318 -0.65833
N -0.73111 2.07596 0.19090
C -1.52296 2.38918 1.28425
C -1.73118 1.64326 2.44425
C -2.50553 2.30395 3.54315
C -3.89351 2.39427 3.52622
C -4.57768 3.00455 4.56545
C -3.87131 3.53537 5.63477
Cl -4.71777 4.29896 6.92889
C -2.48677 3.45377 5.66991
C -1.81383 2.83747 4.62794
C -1.31778 0.33726 2.68819
C -1.78073 -0.38234 3.84414
C -1.28873 -1.63500 3.76013
C -0.48177 -1.70447 2.57789
N -0.52385 -0.47190 1.89739
C 0.29329 -2.80054 2.30128
C 1.24982 -2.83728 1.26335
C 2.16065 -3.86903 0.99134
C 2.95763 -3.43593 -0.05982
C 2.49891 -2.16807 -0.39460
N 1.45292 -1.79195 0.38852
C 0.22306 -3.98721 3.19573
C 1.25752 -4.23358 4.09650
C 1.22587 -5.34201 4.92463
C 0.15891 -6.22662 4.84498
Cl 0.12701 -7.62373 5.85329
C -0.88150 -5.99300 3.95837
C -0.84742 -4.87353 3.14234
C -2.14105 3.66980 1.11169
C -1.73042 4.15782 -0.07668
N 1.10625 1.40862 -1.79757
H 4.56327 -1.65088 -7.08351
H 3.24859 -0.47648 -5.37508
H 5.77829 -2.25578 -2.28924
H 7.05873 -3.40476 -4.03856
H 3.27397 1.53616 -4.29631
H 1.92795 3.82091 -3.89647
H 1.57950 5.65743 -2.13657
H 1.09885 7.72665 -3.38439
H -2.83384 6.29605 -4.25579
H -2.35354 4.22042 -3.01452
H -4.44959 1.97775 2.69414
H -5.65735 3.06825 4.55234
H -1.94328 3.87199 6.50623
H -0.73265 2.76887 4.65451
H -2.41992 0.02870 4.60606
H -1.42995 -2.45001 4.45065
H 2.22535 -4.80386 1.52274
H 3.77187 -3.96454 -0.53262
H 2.08876 -3.54180 4.15934
H 2.02012 -5.52033 5.63656
H -1.71263 -6.68325 3.91047
H -1.66144 -4.68925 2.45123
H -2.79609 4.14026 1.82332
H -1.97263 5.11520 -0.50351
C 2.20381 2.20816 1.84853
C 3.24227 1.54433 0.99563
C 4.57451 1.94603 1.00824
C 5.47990 1.30318 0.19008
C 5.04634 0.26046 -0.62185
C 3.71233 -0.08642 -0.59524
N 2.82569 0.55304 0.19943
C 3.05939 -1.20532 -1.35522
C 3.18668 -1.60941 -2.81203
C 2.58865 -2.90485 -3.21075
C 1.33853 -3.26646 -2.87348
C 0.45255 -2.30247 -2.26353
N 0.76646 -1.05398 -2.22356
C -0.92791 -2.52732 -1.78991
C -1.69696 -3.59027 -2.20514
C -3.02928 -3.64221 -1.81080
C -3.53463 -2.61465 -1.04653
C -2.70500 -1.55693 -0.66477
C -3.26090 -0.42947 0.14742
N -1.41188 -1.52851 -1.00698
H 2.66070 2.79497 2.64248
H 1.54450 1.46153 2.30024
H 1.60088 2.88521 1.23723
H 4.89110 2.75019 1.65694
H 6.52146 1.59609 0.18420
H 5.74837 -0.27474 -1.24402
H 4.67631 -0.17025 -3.30191
H 3.19766 -3.56425 -3.81988
H 0.96207 -4.24762 -3.12874
H -1.28528 -4.35189 -2.85204
H -3.65903 -4.46751 -2.11448
H -4.56971 -2.61317 -0.73487
H -4.29095 -0.23239 -0.14664
H -2.67726 0.47662 0.00391
H -3.26223 -0.68604 1.20936

## Properties
- LUMO energy: -8.035 eV
- HOMO-LUMO gap: 0.0952 Eh
- E_HOMO: -10.63 eV
- Total charge: +2



# 2
C61H39N8NiO4 | ωB97M-V/def2-TZVPD

Cartesian coordinates (Å):
Ni -0.53747 -0.31127 0.19727
C 5.80771 -3.31382 -1.09432
C 5.65865 -3.04283 0.25638
C 4.41078 -2.78773 0.78638
C 3.25814 -2.77141 -0.01160
C 3.45225 -2.97076 -1.39330
C 4.69446 -3.25784 -1.91813
C 1.93013 -2.42789 0.46808
C 1.68028 -1.58911 1.59861
C 2.27961 -1.59977 2.88367
C 1.64288 -0.65036 3.63764
C 0.68931 -0.02349 2.79047
C 0.06549 1.21990 3.06083
C -0.21289 1.54080 4.45901
C -0.22683 2.81831 5.02585
C -0.58499 3.01380 6.34691
C -0.91129 1.94276 7.15959
C -0.89302 0.66557 6.62333
C -0.56575 0.47081 5.29829
C -0.25506 2.03614 1.95286
N -0.52439 1.51785 0.72478
C -0.70027 2.54923 -0.14352
C -1.31585 2.45373 -1.38995
C -1.30436 3.63911 -2.27180
C -0.17711 3.88062 -3.05331
C -0.10295 5.00601 -3.85214
C -1.15491 5.90728 -3.87478
C -2.29092 5.66085 -3.12068
C -2.36806 4.53048 -2.32730
C -1.97262 1.28491 -1.79947
C -2.95000 1.17344 -2.83529
C -3.29617 -0.14280 -2.90984
C -2.48117 -0.83424 -1.96145
N -1.73918 0.06294 -1.25944
C -2.22589 -2.21114 -1.97118
C -1.15773 -2.76544 -1.27618
C -0.54539 -4.01898 -1.61514
C 0.68767 -4.01244 -1.05200
C 0.80525 -2.79272 -0.30294
N -0.34374 -2.09107 -0.41481
C -2.83996 -3.02307 -3.04336
C -3.88975 -3.89800 -2.81051
C -4.39428 -4.66186 -3.84881
C -3.85299 -4.56705 -5.12013
C -2.80740 -3.69019 -5.35674
C -2.30759 -2.92169 -4.32543
C -0.42485 3.77912 0.53316
C -0.21896 3.46324 1.83955
N 0.71523 -0.63736 1.57727
H 6.78219 -3.53616 -1.50300
H 6.53015 -3.02761 0.89950
H 4.32990 -2.60382 1.84170
H 2.60767 -2.87669 -2.05787
H 4.81360 -3.42981 -2.97910
H 3.03331 -2.27620 3.23238
H 1.86999 -0.37629 4.64961
H 0.06543 3.67773 4.44761
H -0.60924 4.01783 6.74828
H -1.16997 2.10101 8.19614
H -1.14528 -0.18404 7.24070
H -0.60473 -0.52777 4.89206
H 0.63861 3.17104 -3.03259
H 0.77765 5.19305 -4.45349
H -1.08073 6.80543 -4.47033
H -3.11415 6.36173 -3.14667
H -3.24879 4.32765 -1.73516
H -3.33237 1.99339 -3.41354
H -4.01956 -0.60203 -3.55750
H -0.98458 -4.78233 -2.23057
H 1.45103 -4.76702 -1.10016
H -4.30019 -3.97118 -1.81458
H -5.20849 -5.34592 -3.66077
H -4.23954 -5.17258 -5.92718
H -2.37014 -3.61344 -6.34205
H -1.48864 -2.23927 -4.50329
H -0.44499 4.75601 0.08533
H 0.00375 4.16029 2.62056
N 8.88541 4.15124 -2.94799
C 7.92014 3.54056 -2.79924
C 6.72462 2.83027 -2.61996
C 6.06936 2.84215 -1.37683
C 4.85619 2.21555 -1.22424
C 4.25941 1.55267 -2.30320
C 4.93112 1.50857 -3.52971
C 6.13669 2.14356 -3.69372
N 3.00001 0.96694 -2.17467
C 2.13478 0.67028 -3.19902
C 1.03357 0.11165 -2.62608
N 1.19905 0.07137 -1.27823
C 2.37454 0.58660 -1.03137
H 6.53179 3.35662 -0.54502
H 4.35310 2.25141 -0.27059
H 4.49603 0.96599 -4.35226
H 6.63478 2.11845 -4.65124
H 2.34344 0.91612 -4.21928
H 0.14935 -0.26461 -3.09901
H 2.80409 0.67081 -0.05427
O -2.62016 -2.79083 1.71588
C -2.66235 -1.63021 2.08791
O -2.11537 -0.60594 1.60227
C -3.50450 -1.29690 3.34054
C -3.40627 -0.03837 3.92439
C -4.14789 0.26900 5.05377
C -5.01319 -0.65965 5.59205
C -5.11703 -1.91848 4.99995
C -4.35446 -2.24723 3.88110
N -6.02032 -2.87072 5.55101
O -6.65929 -2.55046 6.55195
O -6.12836 -3.96372 5.00795
H -2.74437 0.69153 3.48636
H -4.04818 1.23887 5.51450
H -5.61646 -0.43994 6.45894
H -4.42519 -3.22873 3.43496

## Properties
- LUMO energy (spin up / spin down): 1.049 / 1.034 eV
- HOMO-LUMO gap (spin up / spin down): 0.1846 / 0.1832 Eh
- E_HOMO (spin up / spin down): -3.97 / -3.95 eV
- Total charge: -1



Calculated ΔE to the lowest compared entry with this formula, charge and spin, 0.00, 47.44 kcal/mol (same order as the records).
Calculated DFT total energy, -125706.9372, -125044.2650 eV (same order as the records).
Calculated F_max, 1.32, 1.67 eV/Å (same order as the records).